Entry from the Open Molecules 2025 dataset: a structure of composition C24H43LaN2P3SSe (ωB97M-V/def2-TZVPD).

Structure (XYZ):
```
75
Properties=species:S:1:pos:R:3:forces:R:3
La -0.052 -0.111 0.480 -0.34 -0.41 2.36
P 1.280 2.210 1.862 1.16 1.47 1.23
P -2.648 0.958 1.386 -1.33 0.15 0.29
P -0.474 2.258 -1.289 -0.23 1.49 -1.41
H 0.383 -1.969 -1.571 0.28 0.54 -0.27
C 0.702 -0.948 -1.884 2.74 -0.09 -0.60
C 1.916 -0.466 -1.427 -0.85 -1.25 -1.86
H 2.619 -1.138 -0.900 -0.72 0.38 0.25
C 2.295 1.714 3.315 -0.03 -0.30 0.01
C 0.431 3.643 2.641 -0.58 -0.12 -0.18
C 2.586 3.128 0.947 -0.08 -0.30 -0.51
C -3.849 -0.059 0.440 0.27 0.04 -0.21
C -3.072 0.460 3.101 0.25 0.08 0.00
C -3.390 2.629 1.294 0.30 0.03 -0.06
C 0.734 2.550 -2.652 0.10 -0.12 0.23
C -0.757 4.022 -0.841 -0.01 -0.06 0.39
C -1.976 1.951 -2.306 -0.02 -0.27 0.13
H 0.136 -0.504 -2.717 -0.01 0.15 0.66
H 2.341 0.505 -1.711 -0.37 -0.34 -0.12
H 2.966 0.896 3.043 0.00 0.08 0.11
H 1.649 1.374 4.135 0.17 0.07 -0.09
H 2.892 2.577 3.660 -0.33 -0.35 -0.15
H -0.300 3.283 3.372 0.07 0.13 -0.03
H -0.098 4.239 1.892 0.07 -0.06 0.15
H 1.158 4.289 3.157 -0.13 -0.34 -0.22
H 3.285 2.412 0.507 0.09 0.16 0.00
H 3.137 3.792 1.629 -0.25 -0.26 -0.13
H 2.155 3.729 0.140 0.11 -0.08 0.11
H -4.843 0.105 0.876 0.16 -0.18 -0.20
H -3.587 -1.125 0.486 -0.22 0.14 0.13
H -3.847 0.229 -0.619 -0.13 -0.01 0.22
H -4.165 0.508 3.213 0.34 0.00 0.08
H -2.590 1.146 3.809 -0.22 -0.11 -0.05
H -2.716 -0.555 3.305 -0.26 0.15 -0.05
H -4.393 2.582 1.744 0.29 0.09 -0.15
H -3.466 2.964 0.250 -0.07 -0.09 0.36
H -2.758 3.335 1.850 -0.30 -0.11 -0.10
H 0.305 3.257 -3.384 0.17 -0.32 0.34
H 0.975 1.611 -3.150 0.01 0.11 -0.20
H 1.658 2.973 -2.246 -0.08 -0.02 -0.11
H -1.053 4.586 -1.741 0.12 -0.29 0.28
H 0.157 4.467 -0.431 -0.22 -0.06 -0.14
H -1.548 4.106 -0.090 0.14 0.08 -0.16
H -1.965 2.640 -3.163 -0.06 -0.23 0.27
H -2.887 2.114 -1.721 0.13 0.00 -0.15
H -1.992 0.917 -2.670 -0.10 0.13 -0.09
C -2.544 -3.221 -3.870 1.31 -0.82 -0.81
C -1.145 -3.296 -3.858 -0.12 0.15 -0.24
C -0.437 -3.925 -4.874 -0.06 -0.31 -0.32
C -1.118 -4.560 -5.925 -0.24 0.32 0.47
C -2.522 -4.551 -5.931 0.58 0.13 0.25
C -3.236 -3.894 -4.915 -0.12 0.61 0.78
Se -3.293 -2.140 -2.464 -0.40 0.30 0.51
H -2.110 -1.935 -1.489 -0.53 -0.56 -0.96
H -0.603 -2.818 -3.043 -0.07 -0.22 -0.31
H 0.656 -3.919 -4.845 -0.39 -0.10 -0.04
H -0.553 -5.053 -6.719 -0.26 0.15 0.25
H -3.044 -5.065 -6.745 0.03 0.29 0.46
H -4.328 -3.897 -4.939 0.34 0.02 -0.02
N -0.364 -1.291 3.718 0.65 -0.15 -0.30
C 0.843 -1.839 3.284 -0.23 -0.18 -0.90
N 1.477 -1.360 2.216 0.09 0.36 0.79
C 2.793 -1.929 2.156 -0.50 0.46 0.12
C 3.873 -1.389 1.446 -0.03 -0.53 0.16
C 5.125 -1.999 1.599 -0.37 -0.04 -0.17
C 5.293 -3.126 2.414 -0.77 0.04 0.29
C 4.209 -3.621 3.151 -0.05 -0.08 -0.06
C 2.968 -3.000 3.037 0.04 0.09 -0.21
S 1.488 -3.271 3.998 0.87 0.61 -0.28
H -0.675 -1.716 4.592 -0.24 0.28 -0.26
H -0.350 -0.270 3.779 0.09 -0.46 0.22
H 3.722 -0.510 0.809 0.26 -0.28 0.33
H 5.985 -1.614 1.066 -0.05 0.07 0.01
H 6.261 -3.607 2.509 -0.13 0.13 -0.04
H 4.297 -4.466 3.822 0.29 0.02 -0.05
```
Positions in Å, forces in eV/Å.

net charge = +3
LUMO level = -10.614 eV
F_max = 2.8 eV Å⁻¹
spin multiplicity = 1